The following is a DFT calculation (the ωB97M-V functional and the def2-TZVPD basis) of C31H39N11OSSr as an isolated structure.

Energy above the lowest of the compared OMol25 structures with the same formula, charge and spin ... 19.20 kcal per mole
Molecular weight ... 701.42 g/mol
LUMO energy ... -5.053 eV
Orbital gap ... 8.19 eV
Net charge ... +2

Geometry as XYZ:
```
84
C31H39N11OSSr, DFT the ωB97M-V functional and the def2-TZVPD basis
Sr 0.46347 0.07344 0.49552
C 3.69981 0.54401 -0.70699
C 3.62595 1.78725 0.19153
C 3.55874 1.49062 1.66579
C 4.50490 2.00655 2.53856
C 4.37661 1.77849 3.89792
C 3.29744 1.03859 4.34946
C 2.40778 0.54854 3.41232
N 2.52670 0.75068 2.09751
N 2.43098 0.17698 -1.37681
C 2.58380 -1.15621 -1.97248
C 2.71874 -2.24860 -0.94685
C 3.73073 -3.18869 -1.02534
C 3.76070 -4.22965 -0.10869
C 2.76407 -4.29640 0.84758
C 1.79576 -3.30469 0.86128
N 1.76712 -2.28443 -0.00014
C 2.10652 1.12136 -2.46018
C 1.36174 2.36318 -2.03798
C 1.67504 3.59337 -2.59138
C 0.91228 4.69988 -2.24839
C -0.14075 4.53642 -1.36553
C -0.37693 3.27328 -0.85257
N 0.35237 2.20011 -1.17208
H 4.00736 -0.31059 -0.10276
H 4.47042 0.69034 -1.47499
H 2.75229 2.39525 -0.05266
H 4.48998 2.42229 0.00066
H 5.32673 2.59446 2.15310
H 5.10155 2.18185 4.59219
H 3.13895 0.85045 5.40169
H 1.54007 -0.01279 3.73459
H 3.42850 -1.18439 -2.67334
H 1.68202 -1.36492 -2.55604
H 4.48429 -3.10881 -1.79737
H 4.54357 -4.97495 -0.15122
H 2.72989 -5.09705 1.57271
H 0.99296 -3.33086 1.58247
H 1.46156 0.59602 -3.17011
H 3.01103 1.40317 -3.01303
H 2.50673 3.68345 -3.27748
H 1.14131 5.67264 -2.66272
H -0.76058 5.36841 -1.06386
H -1.17818 3.10482 -0.14365
N -5.15083 -2.75420 -3.18457
C -4.27214 -1.86028 -2.32011
C -2.97472 -1.57638 -3.05908
C -2.06246 -0.63981 -2.23982
N -1.43874 -1.28187 -1.07486
C -2.83568 0.60582 -1.80846
C -4.16235 0.30571 -1.11017
N -3.91529 -0.38000 0.16203
C -5.03605 -0.59113 -1.99407
H -4.68542 -3.63418 -3.41553
H -5.38555 -2.28546 -4.06301
H -6.02858 -2.97502 -2.70894
H -4.09095 -2.42858 -1.40796
H -3.20487 -1.08762 -4.01298
H -2.44214 -2.50560 -3.28530
H -1.25515 -0.32215 -2.90463
H -0.99866 -2.16100 -1.33111
H -2.15508 -1.47647 -0.37790
H -3.03386 1.21796 -2.69228
H -2.20953 1.19888 -1.14255
H -4.69246 1.25521 -0.98007
H -4.75864 -0.39816 0.72509
H -3.21157 0.13798 0.69175
H -5.29050 -0.05826 -2.91702
H -5.96939 -0.82411 -1.47285
O -1.62611 1.01831 1.29471
N -2.23296 1.49692 2.34335
C -1.59388 2.40235 3.02521
C -0.29942 2.85437 2.59611
N 0.71472 3.18325 2.16320
C -2.19692 2.94693 4.20379
N -2.66757 3.37506 5.15958
S -0.81533 -2.49945 5.02212
C -2.19782 -2.07894 4.11734
C -1.82950 -1.64538 2.88633
N -0.47634 -1.65693 2.63844
C 0.16375 -2.09235 3.69512
H -3.18951 -2.14917 4.53150
H -2.50499 -1.29345 2.12213
H 1.23847 -2.19571 3.73518
```

Atomic partial charges in e from the Löwdin method, atoms 1 to 6:
1. Sr 1.35
2. C -0.15
3. C -0.09
4. C -0.29
5. C 0.00
6. C -0.03